A 2-piece molecular cluster, C4H7BrO overall at a distorted geometry, computed with ωB97M-V/def2-TZVPD.

Relative energy (zero: lowest compared OMol25 entry of this formula, charge and spin)   3.932 eV
Electronic energy   -2805.71133 a.u.
Kohn-Sham gap   9.38 eV
HOMO level   -8.64 eV
Net charge   0
LUMO energy   0.74 eV
Strongest force on any atom   0.068 Eh/bohr

XYZ file:
```
13
Properties=species:S:1:pos:R:3:mulliken_charge:R:1
C -0.766 -2.052 -0.322 -0.415
C -1.180 -1.276 0.686 -0.542
C 0.121 2.080 -0.018 -0.534
C 1.422 0.345 -0.577 -0.066
O 1.463 1.483 -0.054 -0.067
Br 3.115 -0.560 -0.378 -0.195
H -1.219 -2.082 -1.321 0.209
H 0.054 -2.767 -0.219 0.227
H -2.104 -0.651 0.650 0.248
H 0.526 3.152 -0.117 0.244
H -0.394 1.878 0.919 0.252
H -0.513 1.681 -0.758 0.365
H -0.525 -1.232 1.509 0.274
```